A cluster of 3 separate species, C13H32BN2O4S in total in a non-equilibrium geometry, computed with ωB97M-V with the def2-TZVPD basis set.

HOMO energy = -4.23 eV
Max |F| = 0.0469 hartree/bohr
E_LUMO = 2.8 eV

```
! RIJCOSX wB97M-V def2-TZVPD def2/J DEFGRID3
* xyz -1 1
C -2.85891 3.72032 2.44265
C -2.06027 2.91950 1.64116
C -0.68589 3.40407 1.30902
C 0.00749 2.64682 0.20072
C -0.22818 3.02362 -1.26303
O 0.65375 2.13329 -1.88945
B 0.55437 0.87803 -1.04679
S 2.29106 0.08240 -0.66407
O -0.23131 1.25581 0.15169
H -3.26630 4.65915 2.07502
H -3.07990 3.49554 3.48406
H -2.41983 1.96006 1.27743
H -0.09889 3.37403 2.22387
H -0.77295 4.46533 1.02488
H 1.10015 2.74078 0.32449
H -0.00100 4.08405 -1.39615
H -1.26076 2.71865 -1.48414
H 0.03063 0.02442 -1.74786
H 3.21658 1.05191 -0.74553
C -3.19663 -1.99995 3.99067
C -2.89162 -0.60044 3.46526
C -1.92566 0.19486 4.34954
O -2.50784 0.73050 5.53014
C -2.58474 -0.16249 6.61893
N -4.15562 0.11354 3.25427
H -3.88241 -1.97921 4.83905
H -3.66772 -2.59720 3.21018
H -2.28295 -2.51242 4.29923
H -2.40462 -0.71472 2.49323
H -1.58668 1.05700 3.77046
H -1.03074 -0.38936 4.59901
H -1.72710 -0.84217 6.64397
H -3.51095 -0.74410 6.59658
H -2.58482 0.43151 7.53403
H -3.96153 1.01001 2.81368
H -4.52109 0.36474 4.16880
C 2.88446 -0.80947 -4.69073
C 3.46522 -1.96455 -3.88370
C 4.42991 -2.85440 -4.68125
O 3.81245 -3.75777 -5.58491
C 3.46024 -3.20498 -6.83476
N 2.36168 -2.71361 -3.29499
H 2.10830 -1.14212 -5.38182
H 2.42863 -0.08563 -4.01489
H 3.66156 -0.29730 -5.26550
H 4.04144 -1.52829 -3.06224
H 4.97207 -3.48624 -3.97205
H 5.18053 -2.24849 -5.20844
H 4.18336 -2.45011 -7.15943
H 2.46058 -2.76447 -6.80965
H 3.45206 -4.01676 -7.56400
H 2.72621 -3.41986 -2.66218
H 1.90416 -3.25384 -4.02447
*
```

Here are the Mulliken charges for atoms 1 to 5, given in e:
1. C -0.8055
2. C -0.4197
3. C -0.5945
4. C 0.1217
5. C -0.5190

A structure of composition C26H52CuO28S6 in a non-equilibrium geometry, computed with ωB97M-V with the def2-TZVPD basis set.

HOMO energy (spin up / spin down) = -10.18 / -10.13 eV
⟨S²⟩ = 0.753
Max |F| = 0.1083 hartree/bohr
E_LUMO (spin up / spin down) = -0.2 / -2.1 eV

```
! RIJCOSX wB97M-V def2-TZVPD def2/J DEFGRID3
* xyz 0 2
Cu 14.66496 -17.61417 -12.05557
S 14.94183 -15.15202 -10.92345
O 15.65968 -16.41810 -10.66185
O 14.28782 -15.61024 -12.12013
O 13.98181 -14.89402 -9.87144
O 15.85791 -14.07490 -11.11547
C 17.64846 -17.34255 -15.56254
C 17.94856 -16.11182 -14.65376
C 17.44168 -16.60040 -13.36101
O 16.32482 -17.45186 -13.54017
C 16.48264 -18.03328 -14.83948
H 18.50328 -18.01644 -15.61972
H 17.32351 -17.13241 -16.58153
H 17.39752 -15.23719 -14.99942
H 19.01754 -15.93554 -14.53413
H 17.16202 -15.78376 -12.69543
H 18.24828 -17.11080 -12.83472
H 15.64228 -17.89581 -15.51993
H 16.88170 -19.04574 -14.90095
C 11.23146 -17.86478 -14.77825
C 11.99836 -19.07541 -15.24366
C 13.20259 -19.22502 -14.34770
O 13.29853 -17.87509 -13.78846
C 12.32851 -16.95863 -14.36048
H 10.69045 -18.10154 -13.86209
H 10.53047 -17.53751 -15.54611
H 12.32248 -18.93765 -16.27520
H 11.38557 -19.97676 -15.25581
H 13.99041 -19.49306 -15.05169
H 12.98521 -20.00067 -13.61338
H 12.68358 -16.46335 -15.26420
H 12.07988 -16.10431 -13.73087
C 10.72490 -18.42051 -10.16046
C 11.07392 -19.66259 -10.92392
C 12.53966 -19.81680 -10.54034
O 12.95261 -18.43523 -10.85523
C 11.92073 -17.54686 -10.35219
H 10.75366 -18.63996 -9.09316
H 9.75036 -17.96960 -10.34769
H 11.01259 -19.60654 -12.01075
H 10.52429 -20.53577 -10.57241
H 13.05199 -20.55378 -11.15879
H 12.72675 -20.06716 -9.49611
H 11.72333 -16.74312 -11.06151
H 12.25733 -17.06949 -9.43191
C 17.82929 -19.56145 -10.30325
C 17.87744 -20.52322 -11.44944
C 16.46960 -20.58521 -12.05228
O 15.80665 -19.46322 -11.35075
C 16.31119 -19.44502 -10.00110
H 18.28649 -18.64188 -10.66857
H 18.28288 -20.01435 -9.42164
H 18.16424 -21.51367 -11.09611
H 18.60700 -20.15666 -12.17158
H 16.03947 -21.57219 -11.88210
H 16.43849 -20.34006 -13.11389
H 15.98378 -20.29621 -9.40413
H 16.02206 -18.60141 -9.37435
C 12.96265 -13.92881 -6.98246
C 13.31399 -14.61669 -5.70603
O 12.34850 -14.33584 -4.76217
S 11.00445 -13.53879 -5.39742
O 10.62652 -12.41201 -4.55707
O 10.04859 -14.43039 -6.01734
O 11.97766 -12.96842 -6.59153
H 12.54820 -14.56595 -7.76374
H 13.79994 -13.46343 -7.50250
H 14.28407 -14.28576 -5.33516
H 13.22152 -15.69225 -5.85678
C 17.44049 -16.07974 -8.00031
C 16.07450 -15.92198 -7.47491
O 16.10742 -16.69744 -6.27565
S 17.26605 -18.00576 -6.35921
O 16.70510 -19.38174 -6.36352
O 18.39997 -17.79482 -5.46324
O 17.64219 -17.43111 -7.83930
H 18.26527 -15.60425 -7.46952
H 17.50753 -15.79168 -9.04942
H 15.23631 -16.33554 -8.03572
H 16.00499 -14.86402 -7.22194
C 13.26098 -12.00546 -11.45108
C 13.30224 -11.52858 -10.00822
O 13.10474 -10.17495 -10.19609
S 11.84508 -9.89016 -11.18095
O 11.95272 -8.58025 -11.87697
O 10.62419 -10.35087 -10.63307
O 12.45550 -11.10546 -12.16370
H 12.74852 -12.94602 -11.24902
H 14.27135 -12.19111 -11.81548
H 14.27367 -11.53589 -9.51387
H 12.52920 -11.90648 -9.33911
C 17.99603 -11.47799 -8.31516
C 17.48345 -11.87726 -9.64506
O 17.48453 -10.64538 -10.40686
S 17.21881 -9.30469 -9.40919
O 15.76469 -9.01831 -9.28698
O 18.12437 -8.20794 -9.75407
O 17.87059 -10.08114 -8.11842
H 19.06308 -11.67060 -8.20380
H 17.44455 -11.89441 -7.47221
H 16.51136 -12.36708 -9.58829
H 18.07662 -12.65144 -10.13178
C 13.76904 -13.15103 -14.49111
C 15.28361 -12.98065 -14.65605
O 15.57338 -13.20957 -16.07886
S 14.54854 -14.39101 -16.68203
O 15.02164 -15.70239 -16.18897
O 14.24156 -14.22658 -18.11782
O 13.28195 -13.83587 -15.70535
H 13.15678 -12.25088 -14.43661
H 13.55546 -13.91753 -13.74616
H 15.76062 -13.66811 -13.95751
H 15.67875 -12.00828 -14.36201
*
```

Here are the Mulliken charges for atoms 1 to 5, given in e:
1. Cu -1.2056
2. S -0.2742
3. O -0.3505
4. O -0.0279
5. O 0.0332